ORCA calculation (the ωB97M-V functional and the def2-TZVPD basis) on an isolated molecule of C6H13N in a non-equilibrium geometry.

The SMILES is CCN1CCCC1. The calculation puts the highest occupied orbital energy at -8.61 eV. As for the spin multiplicity: 1. The value obtained for the relative energy (zero: lowest compared OMol25 entry of this formula, charge and spin) is 51.3 kJ/mol. As for the frontier orbital gap: 9.84 eV.

Structure (XYZ):
```
20
C6H13N, DFT the ωB97M-V functional and the def2-TZVPD basis
C -0.4979 0.1771 -2.6652
C -0.0839 0.9260 -1.3914
N -0.3869 0.1020 -0.2277
C -0.3604 0.9100 1.0030
C -0.1063 -0.0603 2.1393
C 0.6392 -1.2480 1.4667
C 0.6998 -0.8687 -0.0123
H -1.1870 0.7908 -3.2382
H -1.0221 -0.7402 -2.4084
H 0.3381 -0.0608 -3.3245
H 0.9978 1.1202 -1.3433
H -0.5365 1.9058 -1.2978
H -1.1509 1.6256 1.2269
H 0.5275 1.5537 0.8547
H -1.0101 -0.4894 2.5664
H 0.4519 0.4241 2.9339
H 0.0580 -2.1628 1.5732
H 1.5865 -1.4037 1.9659
H 0.4604 -1.7446 -0.6208
H 1.6953 -0.5163 -0.3151
```



ORCA calculation (the ωB97M-V functional and the def2-TZVPD basis) on a cluster of 2 separate species, C17H27BN2O2Si in total in a non-equilibrium geometry.

The SMILES is Cc1ccc(C(C)C)c(OC[Si@@H](C)B(N)O)c1.c1ccncc1. The calculation puts the highest occupied orbital energy at -8.34 eV. As for the spin multiplicity: 1. As for the frontier orbital gap: 8.90 eV.

Structure (XYZ):
```
50
C17H27BN2O2Si, DFT the ωB97M-V functional and the def2-TZVPD basis
C 2.9650 0.6067 -1.0142
C 1.6208 -0.1408 -0.7432
C 1.3116 -1.4676 -1.2938
C 0.0594 -2.1784 -1.0108
C -0.9703 -1.5720 -0.1281
C -2.2670 -2.3939 0.1667
C -2.5771 -3.4420 -0.9982
C -3.5725 -1.5313 0.3388
C -0.6465 -0.2601 0.4140
O -1.5330 0.3811 1.2923
C -0.9223 0.5774 2.6024
Si -0.3942 -1.0418 3.4837
C 1.2086 -1.8321 2.8065
B 0.0114 -0.5235 5.3730
N 0.2369 0.9117 5.6884
O 0.0838 -1.5657 6.3124
C 0.6126 0.4596 0.1234
H 3.5769 0.6121 -0.0656
H 2.6998 1.6826 -1.2238
H 3.5412 0.1712 -1.8649
H 2.0757 -1.9458 -1.9464
H -0.0378 -3.1842 -1.4676
H -2.1086 -3.0055 1.0934
H -1.7628 -4.2065 -1.0244
H -2.6898 -2.8800 -1.9666
H -3.5317 -3.9847 -0.7672
H -4.4108 -2.2643 0.5444
H -3.5619 -0.8279 1.2039
H -3.8623 -1.0357 -0.6331
H -0.1063 1.3556 2.5654
H -1.7415 1.0383 3.2342
H -1.5424 -1.9602 3.4426
H 1.2919 -2.8563 3.2678
H 1.2199 -1.9787 1.6939
H 2.1301 -1.2404 3.0749
H 0.7952 1.3331 4.9354
H -0.6627 1.4112 5.6396
H -0.1762 -2.3865 5.8636
H 0.8438 1.4674 0.5433
C 0.6802 4.0636 -5.4859
C 0.1188 4.3154 -4.2446
C 0.7235 3.7615 -3.1275
N 1.8173 2.9935 -3.1767
C 2.3394 2.7632 -4.3857
C 1.8149 3.2720 -5.5630
H 0.2382 4.4794 -6.3838
H -0.7678 4.9278 -4.1449
H 0.3225 3.9326 -2.1340
H 3.2245 2.1352 -4.3953
H 2.2817 3.0538 -6.5146
```



ORCA calculation (the ωB97M-V functional and the def2-TZVPD basis) on a cluster of 2 separate species, C3H5N3 in total in a non-equilibrium geometry.

The calculation puts the highest occupied orbital energy at -10.07 eV. As for the spin multiplicity: 1. The value obtained for the relative energy (zero: lowest compared OMol25 entry of this formula, charge and spin) is 201.1 kJ/mol. As for the frontier orbital gap: 10.89 eV.

Structure (XYZ):
```
11
C3H5N3, DFT the ωB97M-V functional and the def2-TZVPD basis
C -1.5653 -0.3815 0.0304
N -0.4845 -0.2449 -0.9522
C 0.3301 0.8114 -0.9297
N 1.0683 1.7126 -0.8930
C 1.7024 -0.7878 1.5125
N 2.2003 0.1945 1.1066
H -1.2012 -0.6752 1.0217
H -2.2608 -1.1397 -0.3375
H -2.1076 0.5640 0.1054
H -0.0552 -1.1025 -1.2746
H 2.3736 1.0492 0.6103
```



ORCA calculation (the ωB97M-V functional and the def2-TZVPD basis) on a cluster of 6 separate species, C47H58N8O3S2 in total in a non-equilibrium geometry.

The SMILES is CC[C@H]1[C@H](CCCOC)C(=O)N[C@]1(CCCSC(=S)N(c1ccccc1)c1ccccc1)OC#N.c1cc[nH]c1.c1cc[nH]c1.c1cc[nH]c1.c1cc[nH]c1.c1cc[nH]c1. The calculation puts the highest occupied orbital energy at -8.10 eV. As for the spin multiplicity: 1. As for the frontier orbital gap: 6.87 eV.

Structure (XYZ):
```
118
C47H58N8O3S2, DFT the ωB97M-V functional and the def2-TZVPD basis
C 3.5166 3.5806 0.2526
C 3.9500 4.7911 -0.6843
C 3.5193 4.6467 -2.1810
C 3.9213 3.3721 -2.9947
C 5.4308 3.0736 -3.2841
C 5.6113 1.8193 -4.2576
C 6.9055 0.9735 -3.9595
O 6.4857 -0.2413 -3.3104
C 7.4542 -0.7359 -2.3688
C 3.1954 3.7864 -4.3620
O 3.6229 3.8550 -5.4670
N 1.8281 4.1210 -3.8547
C 2.0134 4.9062 -2.6218
C 0.8590 4.8888 -1.5571
C -0.3836 4.0118 -2.0303
C -1.4312 3.7984 -0.8627
S -0.7543 2.4466 0.2197
C -1.5937 0.8782 -0.2062
S -3.2043 0.7426 0.1243
N -0.9536 -0.2756 -0.8332
C -0.9246 -0.1916 -2.2828
C -0.3270 -1.3146 -3.0266
C -0.2471 -1.2622 -4.4709
C -0.7295 -0.1333 -5.2664
C -1.3505 0.9716 -4.5450
C -1.4417 0.9174 -3.0726
C 0.4291 -0.3752 -0.3266
C 1.5896 0.2227 -0.9780
C 2.9242 0.0866 -0.3799
C 3.1672 -0.6209 0.8735
C 1.9921 -1.2309 1.5216
C 0.6724 -1.1030 0.9311
O 2.0641 6.3510 -3.0084
C 1.3713 6.5521 -4.1515
N 0.8871 6.8868 -5.1381
H 2.7963 3.9758 1.0280
H 4.3567 3.0857 0.7937
H 2.9064 2.8801 -0.3792
H 3.6254 5.7420 -0.1948
H 5.0800 4.7999 -0.6824
H 4.0777 5.4802 -2.7067
H 3.3746 2.4108 -2.7482
H 6.0389 2.8498 -2.3704
H 5.8673 3.9495 -3.8328
H 4.7002 1.1671 -4.3064
H 5.7454 2.2483 -5.2924
H 7.6523 1.5739 -3.3806
H 7.3197 0.6629 -4.9660
H 7.6843 -1.7988 -2.6682
H 8.4040 -0.1467 -2.3403
H 6.9715 -0.7445 -1.3576
H 1.4572 3.1752 -3.7231
H 1.1488 4.4943 -0.5516
H 0.4837 5.9314 -1.4116
H 0.0434 2.9890 -2.2481
H -0.8391 4.3979 -2.9799
H -1.6108 4.7484 -0.3003
H -2.4127 3.5066 -1.3302
H 0.0550 -2.1970 -2.4684
H 0.2074 -2.1387 -4.9894
H -0.6447 -0.0847 -6.3718
H -1.7389 1.8665 -5.0813
H -1.9399 1.7904 -2.5896
H 1.4870 0.8100 -1.9257
H 3.8035 0.5737 -0.8755
H 4.1801 -0.6942 1.3367
H 2.1240 -1.7808 2.4776
H -0.2047 -1.5644 1.4386
C -2.1023 -1.6998 3.9191
C -2.7841 -1.8263 2.6806
C -3.4911 -2.9984 2.7199
N -3.2621 -3.5907 3.9320
C -2.4202 -2.8028 4.6721
H -1.4540 -0.8922 4.2239
H -2.7619 -1.1380 1.8506
H -4.1356 -3.4614 1.9897
H -3.6515 -4.4673 4.2329
H -2.1202 -3.0957 5.6661
C -4.8390 -0.3912 8.8855
C -3.5335 0.1623 8.8858
C -2.9405 -0.1906 7.7001
N -3.8356 -0.9392 6.9865
C -4.9969 -1.0619 7.6992
H -5.5793 -0.3066 9.6656
H -3.0800 0.7531 9.6664
H -1.9608 0.0250 7.3043
H -3.6656 -1.3381 6.0755
H -5.8327 -1.6156 7.3024
C -5.1594 -5.6241 -1.2371
C -5.3584 -4.4566 -0.4545
C -4.4323 -3.5302 -0.8616
N -3.6808 -4.0941 -1.8548
C -4.1202 -5.3682 -2.0937
H -5.7155 -6.5471 -1.1802
H -6.0974 -4.3118 0.3189
H -4.2426 -2.5206 -0.5306
H -2.9225 -3.6411 -2.3360
H -3.6557 -5.9808 -2.8494
C 3.6256 3.1089 4.0308
C 2.6328 4.0952 4.2647
C 3.0818 4.8923 5.2858
N 4.3054 4.4227 5.6804
C 4.6464 3.3388 4.9168
H 3.5949 2.3203 3.2947
H 1.6952 4.2077 3.7426
H 2.6377 5.7497 5.7653
H 4.8670 4.8135 6.4164
H 5.5822 2.8261 5.0709
C -7.9492 -10.3127 -1.6121
C -7.1809 -10.8342 -0.5393
C -6.8865 -9.7895 0.2978
N -7.4438 -8.6559 -0.2303
C -8.0976 -8.9678 -1.3920
H -8.3489 -10.8620 -2.4499
H -6.8787 -11.8599 -0.3973
H -6.3295 -9.7537 1.2202
H -7.3829 -7.7372 0.1727
H -8.6089 -8.2073 -1.9599
```



Number 1 is which compound?
C6H13N



The highest highest occupied orbital energy belongs to which entry?
C47H58N8O3S2



Copy entry 3 word for word.
ORCA calculation (the ωB97M-V functional and the def2-TZVPD basis) on a cluster of 2 separate species, C3H5N3 in total in a non-equilibrium geometry.

The calculation puts the highest occupied orbital energy at -10.07 eV. As for the spin multiplicity: 1. The value obtained for the relative energy (zero: lowest compared OMol25 entry of this formula, charge and spin) is 201.1 kJ/mol. As for the frontier orbital gap: 10.89 eV.

Structure (XYZ):
```
11
C3H5N3, DFT the ωB97M-V functional and the def2-TZVPD basis
C -1.5653 -0.3815 0.0304
N -0.4845 -0.2449 -0.9522
C 0.3301 0.8114 -0.9297
N 1.0683 1.7126 -0.8930
C 1.7024 -0.7878 1.5125
N 2.2003 0.1945 1.1066
H -1.2012 -0.6752 1.0217
H -2.2608 -1.1397 -0.3375
H -2.1076 0.5640 0.1054
H -0.0552 -1.1025 -1.2746
H 2.3736 1.0492 0.6103
```



Which value of frontier orbital gap does entry 3 give?
10.89 eV